(1)
C3H7N4 | ωB97M-V with the def2-TZVPD basis set

```
14
Properties=species:S:1:pos:R:3:nbo_charge:R:1
C -0.4553 -1.5117 2.4581 0.063
C -1.3293 -1.0699 1.6184 0.054
C 0.9104 -0.0298 0.6774 0.325
N -0.0201 -0.6778 1.2572 -0.350
N 0.7761 0.7981 -0.3470 -0.426
N -0.3534 0.5126 -2.4631 -0.618
N -0.4507 0.9035 -1.1252 -0.315
H -0.0686 -2.0209 3.3276 0.292
H -2.2579 -0.7325 1.2001 0.284
H 1.9867 -0.1048 0.9328 0.235
H 1.5499 1.1136 -0.7850 0.383
H 0.0808 -0.3714 -2.6200 0.365
H 0.2972 1.2024 -2.9317 0.330
H -0.6658 1.9886 -1.1997 0.378
```

* E_HOMO: -0.4890 Eh
* SMILES string: NN/[NH+]=C\N1C=C1
* total energy: -337.07468 a.u.
* ΔE to the lowest compared entry with this formula, charge and spin: 144.1 kcal/mol
* charge: +1
* orbital gap: 0.354 Eh

(2)
C3H7N4 | ωB97M-V with the def2-TZVPD basis set

```
14
Properties=species:S:1:pos:R:3:mulliken_spin:R:1
C -0.3930 -1.5983 -0.2646 0.418
C 1.3607 -0.0141 0.3139 0.468
C 0.9518 1.1151 -0.4090 -0.006
N -1.4524 -0.8445 -0.2920 0.256
N -2.0366 0.0096 0.3569 0.434
N -2.3617 1.1612 0.1769 0.320
N 0.7994 -1.1798 0.3137 -0.044
H -0.2902 -2.6244 -0.5062 0.027
H 2.3610 -0.0116 0.6811 0.022
H 0.6003 2.0362 0.2172 0.049
H 0.0399 0.9252 -1.1408 0.002
H 1.9152 1.3378 -0.9992 0.028
H -2.9527 1.5878 0.9129 0.022
H 1.4582 -1.9002 0.6391 0.003
```

* E_HOMO (spin up / spin down): -0.4106 / -0.5646 Eh
* total energy: -337.05146 a.u.
* spin multiplicity: 3
* ΔE to the lowest compared entry with this formula, charge and spin: 57.3 kcal/mol
* charge: +1
* orbital gap (spin up / spin down): 0.252 / 0.302 Eh